C4H5Cl2CuF6NO7S3 as an isolated structure. Source: OMol25; level of theory: ωB97M-V with the def2-TZVPD basis set.

- net charge = 0
- F_max (eV/Å) = 1.2
- HOMO energy (spin up / spin down) (eV) = -11.161 / -11.139
- ΔE to the lowest compared entry with this formula, charge and spin (eV) = 0.166
- frontier orbital gap (spin up / spin down) (eV) = 11.42 / 8.71
- multiplicity = 2

XYZ file:
```
29
C4H5Cl2CuF6NO7S3, DFT ωB97M-V with the def2-TZVPD basis set
Cu 0.250 0.197 0.527
F -2.682 -3.721 0.103
C -2.438 -2.605 -0.566
F -2.786 -1.566 0.182
F -3.149 -2.596 -1.685
S -0.622 -2.543 -0.960
O -0.026 -1.853 0.188
O -0.230 -3.882 -1.212
N -0.525 -1.644 -2.273
S -0.302 -0.133 -1.981
O 1.016 0.197 -1.413
O -1.337 0.500 -1.171
C -0.383 0.603 -3.665
F -1.594 0.426 -4.162
F -0.134 1.897 -3.542
F 0.516 0.044 -4.453
Cl 2.808 -0.900 1.256
C 3.829 0.523 0.940
Cl 4.448 0.544 -0.710
H 4.664 0.478 1.627
H 3.217 1.401 1.104
C -1.327 2.343 2.807
S 0.147 1.381 2.744
O 0.883 1.808 1.500
O 0.859 1.527 3.965
O -0.273 -0.011 2.375
H -1.046 3.375 3.001
H -1.938 1.957 3.620
H -1.845 2.251 1.855
```